Formula: C45H102F7N9O13S4
Source: OMol25
Level of theory: the ωB97M-V functional and the def2-TZVPD basis

The geometry in ORCA input format:
```
! wB97M-V def2-TZVPD RIJCOSX def2/J DEFGRID3
* xyz 4 1
C 16.8478 11.0006 23.5374
C 16.9537 9.5538 22.9435
C 17.5784 9.7699 21.5633
N 17.7902 8.6102 20.6231
C 18.6761 7.5065 21.2014
C 16.5141 7.9600 20.1475
C 15.9710 8.9791 19.1471
C 17.1996 9.3465 18.2832
C 18.4126 9.1214 19.2584
H 16.1871 11.0482 24.4176
H 16.4412 11.6004 22.7661
H 17.8287 11.4135 23.9284
H 15.9932 9.1741 23.0077
H 17.5769 8.9534 23.6094
H 18.6215 10.2627 21.6216
H 16.9921 10.4834 21.0115
H 18.2270 7.0754 22.0846
H 19.6195 7.9149 21.5385
H 18.8044 6.7446 20.4214
H 16.7380 7.0366 19.7200
H 15.9130 7.7861 21.0163
H 15.1511 8.6798 18.5135
H 15.6314 9.8786 19.6158
H 17.2783 8.5581 17.4470
H 17.1973 10.4239 17.9659
H 19.1751 8.3159 19.0768
H 18.9331 10.0053 19.4425
C 9.6723 23.6773 7.8120
C 9.5918 24.5476 9.0409
C 9.0031 23.8584 10.2557
N 9.0870 24.5944 11.5468
C 10.4568 24.6091 12.1596
C 8.1290 24.0170 12.5478
C 7.9586 25.0039 13.6834
C 8.1265 26.3697 12.9505
C 8.5481 26.0416 11.4967
H 8.7929 23.9543 7.2630
H 9.6259 22.6142 7.9700
H 10.5756 23.7935 7.1802
H 9.1288 25.5032 8.7665
H 10.6699 24.8765 9.2347
H 9.5036 22.9091 10.4531
H 7.9444 23.6458 10.0904
H 10.7442 23.5490 12.4939
H 10.4656 25.2297 13.0616
H 11.2005 24.8787 11.4214
H 8.5042 23.0730 12.8498
H 7.1733 23.9194 12.0444
H 8.7457 25.0023 14.5168
H 6.9555 24.8823 14.1030
H 8.8340 27.1111 13.4306
H 7.1293 26.8387 12.9456
H 9.2752 26.6441 10.9690
H 7.6497 26.1138 10.8751
C 14.1561 21.7425 12.7372
C 13.5059 20.3174 12.4457
C 14.0707 19.2757 13.5134
N 13.4823 17.8816 13.5646
C 12.4858 17.4652 12.4631
C 12.7607 17.6720 14.8464
C 13.8932 17.6027 15.9005
C 15.0864 16.9647 15.0967
C 14.5962 16.8301 13.6561
H 13.9202 22.2562 13.6954
H 13.9566 22.5145 12.0046
H 15.2419 21.6106 12.7658
H 13.7342 19.8852 11.4242
H 12.4131 20.4151 12.5965
H 14.1213 19.6684 14.5238
H 15.1175 19.1445 13.1823
H 12.8346 17.5333 11.4771
H 11.5918 18.0943 12.4686
H 12.2456 16.4494 12.7217
H 12.3258 16.7043 14.7982
H 12.0717 18.5460 15.0141
H 13.5912 16.9004 16.6680
H 14.1162 18.6035 16.2820
H 15.4029 15.9634 15.3754
H 15.9532 17.5969 15.1871
H 14.0615 15.9171 13.4618
H 15.2975 16.8844 12.8346
C 12.4511 18.7003 26.4893
C 11.6679 18.3044 25.2658
C 10.2772 17.8858 25.7339
N 9.2473 17.6033 24.6715
C 9.6533 16.4840 23.7159
C 7.8372 17.2212 25.2154
C 6.9231 17.3115 23.9722
C 7.5718 18.4453 23.1151
C 8.8131 18.8010 23.8174
H 13.3395 19.2861 26.1823
H 12.8432 17.8595 26.9936
H 11.8758 19.2518 27.1907
H 12.1778 17.6389 24.5594
H 11.4513 19.2387 24.7153
H 9.7860 18.6665 26.3090
H 10.3548 17.0231 26.3770
H 8.7414 16.1742 23.1990
H 9.8778 15.5894 24.2892
H 10.3648 16.7379 22.9114
H 7.8643 16.2409 25.7289
H 7.6142 17.9962 25.9444
H 6.9871 16.3989 23.2978
H 5.9559 17.5707 24.2928
H 7.8253 18.0656 22.0734
H 6.8672 19.3197 22.9938
H 9.6482 19.0127 23.0845
H 8.7676 19.6765 24.5602
C 7.4357 8.0328 11.7803
C 7.1349 9.4198 11.3381
O 6.0440 9.8262 11.0302
N 8.2337 10.4255 11.2982
H 9.1092 9.9002 11.3449
H 8.3197 10.9357 10.4452
C 8.3180 11.4868 12.4057
H 7.4541 8.0721 12.8941
H 8.3893 7.6891 11.5262
H 6.7304 7.3084 11.3685
H 8.1523 11.0563 13.3928
H 7.4286 12.1444 12.3181
H 9.3032 11.9931 12.3801
C 8.9793 18.9235 19.0843
C 10.1187 19.0250 20.0896
O 10.1134 18.1564 21.0600
N 10.9373 20.0564 20.0229
H 5.3839 11.7644 23.9650
H 11.0373 20.4711 19.0697
C 12.1859 20.0408 20.7680
H 9.2141 18.4140 18.0964
H 8.7165 19.9300 18.7173
H 8.1124 18.4186 19.5670
H 11.8965 19.8406 21.8306
H 12.7679 20.9191 20.6045
H 12.8156 19.1992 20.5015
C 12.0998 8.4407 13.7451
C 11.7587 9.3353 12.5934
O 10.5786 9.5283 12.2420
N 12.8024 9.8143 11.9572
H 13.7099 9.5558 12.3777
H 9.2152 15.5302 8.7451
C 12.7295 10.7058 10.7534
H 12.9034 8.9674 14.3434
H 12.5155 7.5404 13.3305
H 11.2126 8.2324 14.4082
H 12.3278 11.6703 11.0074
H 12.2040 10.2044 9.9160
H 13.8160 10.8044 10.4756
C 9.9227 17.3181 7.8464
O 10.7553 16.7658 6.8739
O 8.9436 16.4891 8.3176
C 10.8397 17.7656 8.9289
F 10.1937 18.0734 10.0915
F 11.7856 16.8105 9.1516
F 11.5554 18.8044 8.5293
C 10.0730 16.7716 5.5844
C 11.1189 16.3077 4.5217
H 12.0729 16.7126 4.8482
H 11.2728 15.2405 4.5023
H 10.9646 16.7088 3.5472
H 9.7216 17.7402 5.2551
H 9.2503 16.0343 5.7349
H 9.3372 18.1408 7.3528
N 11.1746 21.5002 15.3150
S 12.2135 21.1580 16.4864
O 13.5796 21.2538 15.9431
O 11.7647 20.0426 17.2610
F 12.1797 22.5328 17.2258
S 9.8052 20.8946 14.9295
O 9.4667 19.7031 15.5611
O 9.8134 20.9358 13.5492
F 8.7243 21.9489 15.4522
N 11.9217 13.4628 15.7877
S 11.5536 12.7780 14.3195
O 12.6780 12.4769 13.5037
O 10.3300 13.3218 13.7441
F 11.0188 11.3346 14.7097
S 13.3254 13.1912 16.4322
O 13.3034 13.2306 17.8754
O 14.3977 13.7828 15.6687
F 13.5459 11.5595 16.2132
*
```

HOMO level = -15.673 eV
E_tot = -5536.9566 a.u.
gap between HOMO and LUMO = 1.1399 eV
max |F| = 5.025 eV/Å